Computed, not measured: a cluster of 5 separate species, C2H14NO5 in total, with the ωB97M-V functional and the def2-TZVPD basis.

Bonds (Å) are listed after each position.
CARTESIAN COORDINATES (ANGSTROEM)
1 O 1.26808 1.86279 2.00678  C2 1.273
2 C 0.24527 1.13630 1.79142  O1 1.273, C3 1.464, H5 1.087
3 C -0.52606 1.37682 0.57072  C2 1.464, N4 1.556, H6 1.084, H7 1.122
4 N 0.43818 2.03966 -0.45455  C3 1.556, H8 1.017, H9 1.028, H10 1.023
5 H -0.10454 0.39240 2.50270  C2 1.087
6 H -0.91806 0.45211 0.16297  C3 1.084
7 H -1.41650 2.05760 0.52781  C3 1.122
8 H 0.83007 1.34237 -1.08322  N4 1.017
9 H -0.08055 2.69967 -1.04865  N4 1.028
10 H 1.06492 2.64453 0.08222  N4 1.023
11 H -3.19416 -0.43739 3.18167  O13 0.938
12 H -1.71906 -0.86671 3.58841  O13 0.984
13 O -2.31932 -0.56547 2.86987  H11 0.938, H12 0.984
14 H 1.78265 -1.35964 -0.35391  O16 0.963
15 H 2.89612 -0.98333 0.42178  O16 0.945
16 O 2.22335 -0.54854 -0.07987  H14 0.963, H15 0.945
17 H 0.51110 -3.41142 -2.65481  O19 0.943
18 H 1.68511 -2.55963 -3.09569  O19 0.968
19 O 0.81448 -2.51884 -2.67454  H17 0.943, H18 0.968
20 H -0.63221 -1.40229 -2.25261  O22 0.966
21 H -1.76758 -0.59111 -2.32057  O22 0.949
22 O -1.08128 -0.75989 -1.68793  H20 0.966, H21 0.949

Total charge = 0
Expectation value of S² = 0.753
Orbital gap (alpha / beta) = 3.481 / 7.501 eV
Spin multiplicity = 2
Relative energy (zero: lowest compared OMol25 entry of this formula, charge and spin) = 22.22 kcal/mol